Entry w
{
  "formula": "C6H17N3",
  "method": "ωB97M-V/def2-TZVPD",
  "elements": ["N", "N", "N", "C", "C", "C", "C", "C", "C", "H", "H", "H", "H", "H", "H", "H", "H", "H", "H", "H", "H", "H", "H", "H", "H", "H"],
  "xyz": [[1.06, -0.83, -0.35], [-1.18, -0.58, -1.39], [-2.18, 1.03, 0.76], [-1.01, -1.75, 0.70], [-0.61, 0.79, 0.62], [1.66, -0.39, -1.59], [1.98, -0.66, 0.77], [-0.49, -0.56, -0.13], [-0.04, 2.04, -0.04], [1.05, 2.03, -0.05], [2.88, -1.26, 0.62], [2.66, -0.83, -1.72], [-0.38, 2.16, -1.07], [1.10, -0.73, -2.47], [-0.60, -1.75, 1.71], [-1.07, 0.30, -1.88], [2.30, 0.38, 0.90], [-0.34, 2.94, 0.51], [1.79, 0.70, -1.65], [-2.10, -1.72, 0.81], [-0.75, -2.70, 0.22], [-2.52, 0.46, 1.53], [-2.18, -0.72, -1.24], [-2.33, 1.99, 1.07], [-0.24, 0.70, 1.64], [1.55, -1.01, 1.72]],
  "mulliken_charge": [0.1369, -0.6469, -0.7376, -2.0315, 0.4597, -0.9793, -0.9588, 0.6265, -1.4374, 0.2672, 0.3369, 0.3614, 0.3387, 0.3118, 0.3051, 0.2595, 0.2899, 0.4325, 0.2717, 0.5114, 0.4609, 0.2346, 0.3390, 0.2534, 0.3198, 0.2747],
  "multiplicity": 1,
  "smiles": "C[C@@H](N)[C@@](C)(N)N(C)C"
}

=====

Entry x
{
  "formula": "C6H17N3",
  "method": "ωB97M-V/def2-TZVPD",
  "elements": ["N", "N", "N", "C", "C", "C", "C", "C", "C", "H", "H", "H", "H", "H", "H", "H", "H", "H", "H", "H", "H", "H", "H", "H", "H", "H"],
  "xyz": [[0.04, 1.65, -1.79], [-1.02, -1.95, -0.78], [1.07, -0.38, -2.16], [1.36, 0.52, 0.91], [-2.33, 0.04, -0.10], [-1.39, -0.60, -1.09], [1.69, -0.79, 1.58], [0.78, 1.58, 1.80], [0.17, 0.41, -1.47], [-2.55, 1.07, -0.37], [2.39, -0.65, 2.41], [-1.92, 0.02, 0.91], [2.17, -1.47, 0.87], [-0.67, 2.12, -1.23], [0.54, 2.48, 1.22], [-0.12, 1.23, 2.31], [1.63, 0.14, -2.82], [0.79, -1.26, 1.99], [1.49, 1.89, 2.58], [0.93, -1.38, -2.01], [-3.30, -0.49, -0.07], [0.36, 0.20, -0.01], [-1.64, -2.64, -1.18], [2.22, 0.91, 0.35], [-1.79, -0.55, -2.10], [-0.89, -2.11, 0.22]],
  "mulliken_charge": [-0.9360, -0.5067, -0.4168, 0.3694, -1.0930, -0.0359, -1.3045, -1.3282, 0.6416, 0.3292, 0.4121, 0.1612, 0.3241, 0.2453, 0.3311, 0.2608, 0.2749, 0.2651, 0.4124, 0.2342, 0.3901, -0.2427, 0.2387, 0.3645, 0.4182, 0.1907],
  "multiplicity": 1
}

=====

Most stable one: entry w, least stable one: entry x.

=====

Entry w
{
  "formula": "C4H11S",
  "method": "ωB97M-V/def2-TZVPD",
  "elements": ["S", "C", "C", "C", "C", "H", "H", "H", "H", "H", "H", "H", "H", "H", "H", "H"],
  "xyz": [[-1.49, 2.07, 1.95], [1.41, -1.28, -0.22], [0.48, 0.97, -0.85], [-1.08, -0.83, -0.08], [0.31, -0.23, 0.05], [0.30, 0.71, -1.90], [1.29, -2.15, 0.44], [2.39, -0.82, -0.08], [-1.24, -1.26, -1.08], [-2.31, 2.94, 2.58], [-1.22, -1.64, 0.65], [-1.82, -0.05, 0.10], [1.47, 1.44, -0.80], [1.34, -1.66, -1.25], [-0.27, 1.72, -0.58], [0.45, 0.08, 1.08]],
  "mulliken_charge": [-0.8148, -1.5376, -1.2998, -1.3192, 0.8487, 0.3224, 0.3739, 0.3754, 0.3394, -0.0769, 0.3256, 0.3064, 0.3430, 0.3215, 0.2777, 0.2143],
  "multiplicity": 1,
  "charge": -1
}

=====

Entry x
{
  "formula": "C4H11S",
  "method": "ωB97M-V/def2-TZVPD",
  "elements": ["S", "C", "C", "C", "C", "H", "H", "H", "H", "H", "H", "H", "H", "H", "H", "H"],
  "xyz": [[-1.59, -1.99, -0.22], [0.63, 2.46, 1.69], [-1.48, -1.83, -2.06], [2.65, 1.67, 0.22], [1.21, 1.45, 0.70], [-0.89, -0.94, -2.31], [1.15, 0.44, 1.12], [2.63, 2.29, -0.69], [0.40, 3.45, 1.30], [1.26, 2.55, 2.58], [3.28, 2.22, 0.91], [-0.31, 2.02, 2.02], [-2.48, -1.66, -2.47], [3.16, 0.74, -0.03], [-0.91, -2.62, -2.56], [0.55, 1.39, -0.16]],
  "mulliken_charge": [-0.7736, -1.1566, -0.7341, -1.0602, -0.0662, 0.1327, 0.2652, 0.2685, 0.3048, 0.2987, 0.2873, 0.3324, 0.1850, 0.3157, 0.2058, 0.1946],
  "multiplicity": 1,
  "charge": -1
}

=====

Most stable one: entry w, least stable one: entry x.